(1)
15
Properties=species:S:1:pos:R:3:nbo_charge:R:1 method="wB97M-V/def2-TZVPD" smiles="C=CN=C.O.O" e_homo_ev=-9.67 de_lowest_kj_mol=366.9 orbital_gap_ev=9.349 total_charge=0 fmax_ev_per_a=4.57 e_tot_ha=-324.8329
O -1.8121 -1.2607 -0.0267 -0.9793
O -2.4403 1.3581 -1.4500 -0.9548
N 0.3254 0.3447 0.8270 -0.4704
C 2.1125 -0.8089 -0.5234 -0.4143
C 1.0931 1.2954 1.3395 -0.0161
C 1.0337 -0.7660 0.2326 -0.0460
H 1.7886 1.6848 0.6098 0.1722
H 2.7049 0.0465 -0.7313 0.1845
H 0.4461 -1.7229 0.4454 0.2223
H -2.4696 0.5565 -0.9407 0.4837
H -2.4731 1.0185 -2.3799 0.4646
H -1.2323 -0.5836 0.4726 0.4937
H -2.3709 -1.5085 0.7432 0.4668
H 0.6311 2.0124 2.0893 0.1842
H 2.6631 -1.6663 -0.7073 0.2088

***

(2)
15
Properties=species:S:1:pos:R:3:nbo_charge:R:1 method="wB97M-V/def2-TZVPD" smiles="CC(=O)O.CN" e_homo_ev=-9.59 de_lowest_kj_mol=119.3 orbital_gap_ev=10.291 total_charge=0 fmax_ev_per_a=3.41 e_tot_ha=-324.9272
O -3.3712 -0.3901 -0.3244 -0.5857
O -1.3823 -1.2866 0.1564 -0.6937
N 1.2674 -0.2033 -0.6653 -0.8315
C -1.5114 1.0839 0.1534 -0.7359
C 2.5768 -0.3077 0.1458 -0.4285
C -2.2083 -0.2370 -0.0394 0.7914
H 2.8577 -1.3679 0.3906 0.1935
H 3.4621 -0.0614 -0.5193 0.1993
H 1.1854 0.7364 -0.9172 0.3291
H 2.5586 0.2115 1.0536 0.1756
H -1.9182 -2.0771 0.0440 0.5029
H -2.2026 1.9145 0.0176 0.2463
H 0.4226 -0.3106 -0.0877 0.3602
H -1.0592 1.1285 1.1496 0.2403
H -0.6774 1.1669 -0.5577 0.2367

***

(3)
15
Properties=species:S:1:pos:R:3:nbo_charge:R:1 method="wB97M-V/def2-TZVPD" smiles="CC(N)=O.CO" e_homo_ev=-9.24 de_lowest_kj_mol=205.1 orbital_gap_ev=10.035 total_charge=0 fmax_ev_per_a=4.03 e_tot_ha=-324.8945
O -1.1857 -2.2543 1.5668 -0.7262
O -0.5613 0.4199 -0.8971 -0.6114
N 1.0112 1.7389 -1.6640 -0.8360
C -1.7173 -1.5484 0.5071 -0.2416
C 1.3925 0.9951 0.5548 -0.7470
C 0.4442 1.0171 -0.6951 0.6866
H 1.6225 2.5389 -1.4284 0.4044
H 2.4712 1.3801 0.3847 0.2162
H 0.5793 1.5428 -2.5393 0.4021
H 0.9561 1.5918 1.4044 0.2367
H -1.3425 -1.7172 -0.4790 0.1693
H -0.9013 -3.1365 1.1874 0.4565
H -1.7126 -0.4533 0.7510 0.1948
H 1.6311 -0.0672 0.8389 0.2497
H -2.6874 -2.0478 0.5079 0.1457

***

(4)
15
Properties=species:S:1:pos:R:3:nbo_charge:R:1 method="wB97M-V/def2-TZVPD" e_homo_ev=-9.78 de_lowest_kj_mol=426.1 orbital_gap_ev=8.292 total_charge=0 fmax_ev_per_a=2.69 e_tot_ha=-324.8103
O -0.3595 -0.6834 2.1788 -0.6456
O -0.2380 0.5963 0.3431 -0.7251
N 0.2108 2.1250 -1.9325 -1.0341
C 0.9473 -0.5889 -0.8675 0.1231
C -0.7955 0.1734 1.4351 0.6344
C 0.1217 -1.7780 -0.5073 -0.7138
H -0.8909 -1.5513 -0.8302 0.2640
H -1.7807 0.6254 1.6530 0.1020
H 1.3081 -0.4239 -1.8812 0.1930
H 0.3583 -1.9763 0.5286 0.2794
H 1.1064 1.6833 -2.0338 0.3293
H 0.1135 2.1713 -0.9113 0.3841
H -0.4781 1.3780 -2.0267 0.3454
H 1.5052 -0.0528 -0.1136 0.2375
H 0.5464 -2.5772 -1.1286 0.2263